[1]
Density functional theory data (ωB97M-V/def2-TZVPD) for a cluster of 6 separate species, C10H32ClN6O5 in total at a distorted geometry.

The geometry in XYZ format:
```
54
Properties=species:S:1:pos:R:3:forces:R:3
Cl -0.021 0.825 0.021 0.0 0.1 -0.1
C 3.798 3.287 -0.171 -2.0 0.6 1.4
O 3.176 4.073 0.502 -0.1 2.1 1.0
N 5.025 3.420 -0.598 3.1 0.8 -1.0
N 3.184 2.175 -0.484 -1.1 -3.9 -1.3
H 5.415 4.351 -0.571 0.1 -0.4 0.0
H 5.503 2.671 -1.079 -0.1 0.5 0.0
H 2.298 1.968 -0.045 0.3 0.2 -0.2
H 3.622 1.453 -1.038 -0.3 0.1 0.1
C 2.355 -0.711 -3.550 -1.8 3.7 -1.2
O 1.683 0.077 -4.220 0.2 -1.0 0.1
N 2.189 -0.924 -2.273 -1.0 -1.2 4.4
N 3.483 -1.250 -3.921 3.3 -1.6 -2.9
H 2.866 -1.548 -1.858 -0.5 0.3 0.5
H 1.532 -0.460 -1.663 -0.1 -0.1 -0.6
H 3.763 -1.076 -4.875 0.1 -0.3 0.2
H 4.017 -1.892 -3.353 -0.2 0.2 -0.4
C 2.549 -1.696 1.751 0.8 -1.0 0.8
C 1.243 -2.257 2.224 -1.0 1.2 1.1
C 0.606 -1.364 3.320 -0.7 0.2 1.0
O 1.344 -1.287 4.544 0.9 -0.5 -0.3
C 0.731 -0.674 5.687 -0.8 0.2 -1.2
N 0.350 -2.288 1.044 0.0 -0.4 0.9
H 2.819 -2.248 0.851 0.4 0.0 0.0
H 3.262 -1.927 2.542 0.5 0.6 -0.3
H 2.497 -0.639 1.490 0.0 0.1 0.3
H 1.295 -3.184 2.795 0.4 -0.6 -0.9
H -0.364 -1.739 3.646 -0.4 -0.4 -0.5
H 0.406 -0.390 2.873 0.2 0.7 0.1
H 0.512 0.357 5.407 0.3 0.3 0.5
H 1.326 -0.782 6.594 0.5 0.1 -0.6
H -0.241 -1.082 5.965 -0.2 -0.6 -0.4
H 0.946 -2.669 0.322 -0.2 -0.8 -0.4
H 0.370 -1.327 0.733 -0.7 0.8 -0.1
C -5.842 0.879 -1.002 -0.6 -1.1 -0.4
C -4.370 0.718 -1.286 -0.5 0.9 1.7
C -4.027 1.033 -2.689 0.8 1.1 0.6
O -2.569 0.983 -2.853 -2.1 -1.2 -0.7
C -2.205 -0.380 -2.855 1.2 -0.8 -0.4
N -3.643 1.573 -0.336 0.4 -0.4 -0.3
H -6.269 1.865 -0.822 0.6 0.2 0.0
H -5.999 0.216 -0.151 -0.6 0.3 0.2
H -6.382 0.455 -1.849 -0.4 -0.1 0.0
H -4.154 -0.321 -1.037 0.1 -0.3 -0.4
H -4.352 2.054 -2.890 0.3 0.1 -0.1
H -4.695 0.369 -3.236 0.9 -0.4 -1.1
H -1.209 -0.516 -3.276 0.3 0.5 0.1
H -2.798 -1.040 -3.489 -0.6 0.3 -0.2
H -2.192 -0.862 -1.877 -0.1 0.2 0.4
H -2.788 1.053 -0.200 0.5 0.5 0.3
H -4.122 1.508 0.551 -0.1 0.1 0.3
O -2.334 -0.215 2.369 -0.4 0.1 0.1
H -1.831 0.348 1.782 0.1 0.2 -0.1
H -1.761 -0.964 2.534 0.1 -0.3 -0.1
```
Positions in Å, forces in eV/Å.

Values from the calculation:
HOMO-LUMO gap (alpha / beta)	9.30 / 4.15	eV
total charge	0
E_HOMO (alpha / beta)	-0.3402 / -0.3391	Eh
2S+1	2

Results of the Löwdin charge analysis, in e, for atoms 1 through 2:
1. Cl 0.3906
2. C -0.7937

[2]
Density functional theory data (ωB97M-V/def2-TZVPD) for a cluster of 6 separate species, C10H33O11 in total at a distorted geometry.

The geometry in XYZ format:
```
54
Properties=species:S:1:pos:R:3:forces:R:3
O -20.699 -10.729 2.469 0.5 0.7 -0.3
H -20.241 -11.113 1.718 0.7 -0.3 -0.7
H -20.590 -11.273 3.253 -0.1 -0.5 1.0
H -21.613 -10.564 2.226 -1.2 0.1 0.1
C -20.374 -6.246 -2.166 0.0 -1.1 0.1
C -19.352 -5.175 -1.990 -0.1 -0.7 -0.9
O -18.461 -5.264 -3.111 0.0 0.2 0.4
O -19.747 -7.544 -2.094 -0.6 0.4 0.0
H -20.885 -6.141 -3.124 -0.1 0.1 -0.1
H -21.120 -6.202 -1.373 0.0 0.0 0.0
H -18.783 -5.446 -1.100 -0.2 0.7 0.4
H -19.910 -4.239 -2.015 0.5 0.4 0.5
H -17.619 -4.958 -2.766 0.2 0.0 -0.4
H -19.333 -7.654 -2.953 0.3 -0.1 0.0
C -19.107 -9.426 8.372 -0.5 -1.2 -1.1
C -19.153 -10.914 7.938 0.9 -0.9 0.8
O -18.628 -11.292 6.646 -0.2 1.1 -0.2
O -19.667 -8.677 7.324 0.1 0.9 -0.4
H -18.126 -8.996 8.576 0.3 -0.7 0.3
H -19.748 -9.312 9.246 0.2 -0.3 0.3
H -20.157 -11.330 8.017 -0.3 0.4 0.0
H -18.543 -11.474 8.647 -0.1 0.1 0.5
H -18.332 -12.204 6.702 0.0 0.1 0.2
H -19.047 -7.946 7.268 -0.5 0.4 -0.6
C -15.948 -6.108 4.101 -0.9 -0.1 -0.9
C -16.490 -4.679 4.429 -0.2 -1.3 -1.3
O -16.820 -4.575 5.791 0.6 0.2 0.1
O -14.814 -6.484 4.818 0.5 0.2 0.9
H -15.716 -6.370 3.069 0.1 1.2 -0.7
H -16.731 -6.857 4.213 -0.4 0.1 1.1
H -17.405 -4.493 3.867 0.0 -0.2 -0.1
H -15.793 -3.898 4.123 0.3 0.0 0.0
H -15.969 -4.351 6.175 -0.3 0.1 0.9
H -14.531 -5.724 5.332 0.3 -0.2 0.1
C -24.506 -13.917 3.565 0.6 -0.5 -1.9
C -25.128 -12.531 3.683 -0.5 -1.2 0.7
O -24.724 -11.516 2.762 1.1 -0.2 0.8
O -23.114 -13.995 3.934 -0.4 0.9 0.1
H -24.615 -14.186 2.515 0.2 -0.1 -0.4
H -25.066 -14.707 4.066 -0.3 0.5 0.6
H -24.961 -12.315 4.738 0.2 1.3 -0.2
H -26.200 -12.714 3.602 -0.1 0.1 -0.1
H -25.290 -11.429 1.991 -0.3 -0.4 0.2
H -22.721 -14.796 3.578 -0.2 -0.1 0.0
C -15.470 -12.028 0.330 1.0 -0.9 -0.1
C -14.962 -10.908 -0.532 -0.8 0.4 -2.4
O -13.604 -10.490 -0.437 -0.6 -0.3 1.0
O -16.822 -12.399 0.013 -0.2 1.1 0.7
H -15.320 -11.652 1.342 -0.7 -0.6 0.4
H -14.886 -12.937 0.183 0.5 0.2 0.3
H -15.680 -10.094 -0.433 0.1 0.4 0.4
H -15.096 -11.193 -1.576 -0.2 -0.4 -0.3
H -13.602 -9.646 -0.896 0.4 0.1 0.0
H -16.868 -13.099 -0.643 0.5 0.1 0.0
```
Positions in Å, forces in eV/Å.

Values from the calculation:
HOMO-LUMO gap	7.67	eV
total charge	+1
E_HOMO	-0.4395	Eh
ΔE to the lowest compared entry with this formula, charge and spin	3.753	eV
2S+1	1

Results of the Löwdin charge analysis, in e, for atoms 1 through 2:
1. O 0.4042
2. H 0.1918

[3]
Density functional theory data (ωB97M-V/def2-TZVPD) for a cluster of 6 separate species, C10H33O6 in total at a distorted geometry.

The geometry in XYZ format:
```
49
Properties=species:S:1:pos:R:3:forces:R:3
O -6.683 -0.446 30.661 -0.6 -2.6 -1.0
H -6.806 -0.143 29.772 0.1 1.0 -2.7
H -7.601 -0.710 30.857 -0.8 0.2 1.7
H -6.088 0.102 31.142 0.8 1.7 1.9
C -7.199 2.968 31.638 -1.1 -2.4 -2.2
C -6.964 2.309 33.005 2.3 5.0 -1.6
O -6.421 1.045 32.876 2.3 -0.6 4.0
H -6.227 3.191 31.149 -0.6 -0.5 0.0
H -7.725 3.926 31.613 -0.2 -0.3 0.5
H -7.858 2.169 30.947 1.8 2.2 1.5
H -7.813 2.456 33.584 -1.8 -0.7 1.3
H -6.189 3.075 33.459 -1.1 -1.6 -0.3
H -5.862 1.062 33.782 -1.7 -1.1 -3.2
C -4.672 -3.181 29.143 -4.9 1.6 -4.6
C -5.849 -3.650 28.313 2.3 -1.0 -3.4
O -6.886 -2.749 28.361 -3.4 0.3 1.8
H -3.921 -3.727 28.970 5.8 -4.7 -1.5
H -4.701 -3.077 30.090 -1.4 -0.1 7.1
H -4.341 -2.248 28.893 0.5 2.8 -1.5
H -5.973 -4.821 28.395 -0.6 2.3 0.3
H -5.688 -3.400 27.176 1.7 -1.8 1.6
H -7.542 -3.073 27.720 0.1 0.5 0.5
C -5.508 -0.044 27.277 1.8 -0.8 1.0
C -6.303 1.135 27.569 -2.0 2.7 -2.2
O -7.364 0.640 28.365 -0.6 0.4 1.3
H -5.176 -0.308 28.433 -0.2 -0.4 -3.6
H -4.734 0.301 26.617 1.5 0.1 0.4
H -5.968 -0.788 26.552 -0.1 0.4 1.9
H -6.805 1.575 26.611 1.0 -0.6 1.4
H -5.782 2.031 28.058 -0.5 -1.6 -0.4
H -8.170 0.767 27.882 -0.7 0.0 0.1
C -8.073 -2.835 32.081 1.4 3.2 -0.3
C -9.451 -2.174 31.884 0.8 -3.4 2.3
O -9.309 -0.929 31.271 -1.7 0.6 0.2
H -7.171 -2.496 32.649 -1.4 1.4 0.7
H -7.515 -2.917 31.197 0.0 -0.6 -2.1
H -8.134 -3.735 32.504 -0.9 -4.0 1.3
H -9.951 -2.187 33.024 0.7 0.4 -3.3
H -9.932 -2.916 31.115 0.1 1.3 1.8
H -10.266 -0.723 31.171 1.1 0.9 -0.5
C -2.074 -0.048 30.815 -1.0 -1.6 -2.7
C -3.399 0.092 31.455 -1.5 -3.7 -1.2
O -4.250 0.930 30.571 1.5 1.9 2.5
H -1.365 -0.682 31.225 0.9 -1.6 1.5
H -1.580 0.834 30.767 1.4 3.2 -0.1
H -2.119 -0.399 29.741 -0.5 0.4 1.0
H -3.338 0.218 32.509 -0.1 1.9 0.9
H -3.862 -1.009 31.591 0.3 2.2 -1.3
H -3.906 1.901 30.747 -1.2 -2.8 -0.6
```
Positions in Å, forces in eV/Å.

Values from the calculation:
HOMO-LUMO gap	10.04	eV
total charge	+1
E_HOMO	-0.4507	Eh
ΔE to the lowest compared entry with this formula, charge and spin	6.704	eV
2S+1	1

Results of the Löwdin charge analysis, in e, for atoms 1 through 2:
1. O 0.2459
2. H 0.0550

[4]
Density functional theory data (ωB97M-V/def2-TZVPD) for a cluster of 6 separate species, C10H34NO8 in total at a distorted geometry.

The geometry in XYZ format:
```
53
Properties=species:S:1:pos:R:3:forces:R:3
N -0.546 -0.749 0.394 0.1 -0.3 0.7
H -0.317 -1.407 1.125 0.1 -1.2 0.1
H -0.398 0.098 0.924 0.0 1.2 -0.4
H -1.500 -0.854 0.079 -0.8 0.0 0.1
H 0.066 -0.884 -0.398 0.7 0.2 -0.4
C -1.463 3.700 -2.192 -1.1 -0.9 0.6
C -0.443 4.326 -3.097 -0.5 -0.5 0.4
O 0.743 4.362 -2.338 1.0 1.3 -0.2
H -2.380 3.364 -2.675 0.0 -0.1 -0.2
H -1.785 4.283 -1.329 0.2 0.7 -0.3
H -0.999 2.854 -1.685 0.0 -0.5 -0.3
H -0.798 5.309 -3.408 0.6 0.3 0.3
H -0.319 3.774 -4.028 0.0 -0.3 0.0
H 1.107 3.487 -2.187 -0.2 -0.2 -0.2
C 1.916 2.487 2.994 0.3 0.3 0.5
C 0.613 3.249 3.173 0.9 -1.2 0.5
O -0.421 2.342 2.787 -0.4 0.3 -0.4
H 1.863 1.563 3.568 -0.1 -0.1 -0.1
H 2.704 3.062 3.480 0.2 0.1 -0.3
H 2.216 2.253 1.972 -0.2 0.2 -0.1
H 0.614 4.214 2.666 -0.3 -0.1 -0.3
H 0.540 3.400 4.250 -0.2 0.4 0.1
H -1.246 2.696 3.127 -0.2 -0.1 -0.1
C 1.108 -0.660 -3.613 0.7 -0.5 0.2
C 2.426 0.086 -3.517 -0.5 1.0 -0.5
O 2.466 0.799 -2.283 0.2 -0.5 0.4
O 1.148 -1.775 -2.700 -0.6 0.5 0.0
H 0.912 -1.045 -4.614 0.1 0.2 -0.2
H 0.287 0.010 -3.357 0.0 -0.1 0.3
H 2.503 0.870 -4.270 -0.1 -0.3 -0.6
H 3.286 -0.572 -3.637 -0.1 -0.2 0.1
H 3.404 0.901 -2.105 0.0 0.3 0.4
H 1.694 -2.438 -3.130 0.0 -0.2 0.2
C -4.921 -2.472 0.695 0.1 -0.7 -0.6
C -4.289 -2.497 -0.730 -0.8 -0.5 1.3
O -4.008 -1.236 -1.234 1.3 1.1 -0.1
O -3.965 -2.092 1.700 -0.1 0.3 -0.6
H -5.307 -3.472 0.895 0.1 -0.2 0.1
H -5.806 -1.839 0.744 0.2 0.4 0.0
H -4.864 -3.039 -1.481 -0.4 -0.3 0.4
H -3.367 -3.057 -0.572 0.3 0.2 -0.4
H -4.782 -0.671 -1.297 -0.2 -0.2 0.1
H -3.689 -2.858 2.209 -0.2 -0.1 -0.1
C 3.305 -2.580 2.622 -0.1 -0.6 0.0
C 2.228 -3.618 2.640 -1.5 -0.2 -0.2
O 0.904 -3.053 2.968 1.1 -0.1 -0.1
O 3.132 -1.760 1.500 -0.4 0.6 -0.8
H 4.215 -3.175 2.553 0.4 0.2 0.0
H 3.310 -1.995 3.541 0.0 0.0 0.2
H 2.546 -4.432 3.292 -0.4 0.2 0.6
H 2.090 -4.099 1.672 0.5 0.2 -0.3
H 0.306 -3.791 3.101 0.0 -0.1 0.1
H 3.959 -1.372 1.205 0.1 0.0 0.2
```
Positions in Å, forces in eV/Å.

Values from the calculation:
HOMO-LUMO gap	9.61	eV
total charge	+1
E_HOMO	-0.4482	Eh
ΔE to the lowest compared entry with this formula, charge and spin	2.180	eV
2S+1	1

Results of the Löwdin charge analysis, in e, for atoms 1 through 2:
1. N 0.3780
2. H 0.1293

Copy entry 1 word for word.
Density functional theory data (ωB97M-V/def2-TZVPD) for a cluster of 6 separate species, C10H32ClN6O5 in total at a distorted geometry.

The geometry in XYZ format:
```
54
Properties=species:S:1:pos:R:3:forces:R:3
Cl -0.021 0.825 0.021 0.0 0.1 -0.1
C 3.798 3.287 -0.171 -2.0 0.6 1.4
O 3.176 4.073 0.502 -0.1 2.1 1.0
N 5.025 3.420 -0.598 3.1 0.8 -1.0
N 3.184 2.175 -0.484 -1.1 -3.9 -1.3
H 5.415 4.351 -0.571 0.1 -0.4 0.0
H 5.503 2.671 -1.079 -0.1 0.5 0.0
H 2.298 1.968 -0.045 0.3 0.2 -0.2
H 3.622 1.453 -1.038 -0.3 0.1 0.1
C 2.355 -0.711 -3.550 -1.8 3.7 -1.2
O 1.683 0.077 -4.220 0.2 -1.0 0.1
N 2.189 -0.924 -2.273 -1.0 -1.2 4.4
N 3.483 -1.250 -3.921 3.3 -1.6 -2.9
H 2.866 -1.548 -1.858 -0.5 0.3 0.5
H 1.532 -0.460 -1.663 -0.1 -0.1 -0.6
H 3.763 -1.076 -4.875 0.1 -0.3 0.2
H 4.017 -1.892 -3.353 -0.2 0.2 -0.4
C 2.549 -1.696 1.751 0.8 -1.0 0.8
C 1.243 -2.257 2.224 -1.0 1.2 1.1
C 0.606 -1.364 3.320 -0.7 0.2 1.0
O 1.344 -1.287 4.544 0.9 -0.5 -0.3
C 0.731 -0.674 5.687 -0.8 0.2 -1.2
N 0.350 -2.288 1.044 0.0 -0.4 0.9
H 2.819 -2.248 0.851 0.4 0.0 0.0
H 3.262 -1.927 2.542 0.5 0.6 -0.3
H 2.497 -0.639 1.490 0.0 0.1 0.3
H 1.295 -3.184 2.795 0.4 -0.6 -0.9
H -0.364 -1.739 3.646 -0.4 -0.4 -0.5
H 0.406 -0.390 2.873 0.2 0.7 0.1
H 0.512 0.357 5.407 0.3 0.3 0.5
H 1.326 -0.782 6.594 0.5 0.1 -0.6
H -0.241 -1.082 5.965 -0.2 -0.6 -0.4
H 0.946 -2.669 0.322 -0.2 -0.8 -0.4
H 0.370 -1.327 0.733 -0.7 0.8 -0.1
C -5.842 0.879 -1.002 -0.6 -1.1 -0.4
C -4.370 0.718 -1.286 -0.5 0.9 1.7
C -4.027 1.033 -2.689 0.8 1.1 0.6
O -2.569 0.983 -2.853 -2.1 -1.2 -0.7
C -2.205 -0.380 -2.855 1.2 -0.8 -0.4
N -3.643 1.573 -0.336 0.4 -0.4 -0.3
H -6.269 1.865 -0.822 0.6 0.2 0.0
H -5.999 0.216 -0.151 -0.6 0.3 0.2
H -6.382 0.455 -1.849 -0.4 -0.1 0.0
H -4.154 -0.321 -1.037 0.1 -0.3 -0.4
H -4.352 2.054 -2.890 0.3 0.1 -0.1
H -4.695 0.369 -3.236 0.9 -0.4 -1.1
H -1.209 -0.516 -3.276 0.3 0.5 0.1
H -2.798 -1.040 -3.489 -0.6 0.3 -0.2
H -2.192 -0.862 -1.877 -0.1 0.2 0.4
H -2.788 1.053 -0.200 0.5 0.5 0.3
H -4.122 1.508 0.551 -0.1 0.1 0.3
O -2.334 -0.215 2.369 -0.4 0.1 0.1
H -1.831 0.348 1.782 0.1 0.2 -0.1
H -1.761 -0.964 2.534 0.1 -0.3 -0.1
```
Positions in Å, forces in eV/Å.

Values from the calculation:
HOMO-LUMO gap (alpha / beta)	9.30 / 4.15	eV
total charge	0
E_HOMO (alpha / beta)	-0.3402 / -0.3391	Eh
2S+1	2

Results of the Löwdin charge analysis, in e, for atoms 1 through 2:
1. Cl 0.3906
2. C -0.7937